1.
{"formula": "C3H5NO4", "method": "ωB97M-V with the def2-TZVPD basis set", "homo_energy_ev": -9.911, "spin_multiplicity": 1, "e_above_lowest_kcal_mol": 143.38, "homo_lumo_gap_ha": 0.3429, "species": ["O", "O", "O", "O", "N", "C", "C", "C", "H", "H", "H", "H", "H"], "xyz": [[1.76, 0.42, -0.75], [-2.54, 0.34, -0.40], [-1.56, -1.67, -0.09], [1.34, -1.55, 0.23], [-0.17, 1.64, 0.50], [0.95, -0.42, -0.22], [-1.55, -0.31, -0.30], [-0.25, 0.13, 0.33], [2.74, -0.12, -0.27], [-1.25, 1.87, -0.10], [-0.59, -2.19, -0.05], [0.19, -0.24, 1.43], [0.93, 2.10, -0.31]], "mulliken_charge": [-0.5608, -0.5177, -0.5075, -0.6844, -0.7992, 0.3005, 0.5869, 0.4080, 0.4470, 0.3492, 0.4115, 0.2591, 0.3076]}

2.
{"formula": "C3H5NOS", "method": "ωB97M-V with the def2-TZVPD basis set", "homo_energy_ev": [-8.457, -8.458], "spin_multiplicity": 1, "e_above_lowest_kcal_mol": 135.66, "homo_lumo_gap_ha": [0.3073, 0.3074], "species": ["S", "O", "N", "C", "C", "C", "H", "H", "H", "H", "H"], "xyz": [[-0.10, -0.38, -1.89], [1.02, -1.16, -2.28], [-1.34, -1.38, -1.35], [0.06, 1.23, 1.43], [0.58, 0.57, 0.18], [1.50, 0.84, 1.08], [-0.28, 2.31, 1.33], [-0.64, 0.75, 2.13], [-1.26, -2.36, -1.45], [2.44, 0.61, 1.53], [-1.98, -1.03, -0.72]], "mulliken_charge": [0.5733, -0.4571, -0.3877, -0.4885, -0.1349, -0.2725, 0.1434, 0.2151, 0.2439, 0.3244, 0.2404]}